Entry 1:
{
  "formula": "C7H3N2O3",
  "method": "ωB97M-V/def2-TZVPD",
  "species": ["C", "C", "C", "O", "O", "C", "O", "H", "H", "C", "C", "N", "C", "N", "H"],
  "positions_angstrom": [[-0.111, 0.308, 0.294], [0.989, -0.111, 1.157], [0.565, -1.083, 2.132], [1.114, -1.566, 3.112], [-0.853, -1.353, 1.885], [-1.262, -0.502, 0.862], [-2.357, -0.539, 0.350], [-0.250, 1.388, 0.104], [1.908, 0.461, 1.235], [-0.014, 0.183, -1.213], [1.157, 0.938, -1.687], [2.107, 1.455, -2.089], [-1.145, 0.573, -2.106], [-1.943, 0.743, -2.936], [0.094, -0.894, -1.101]],
  "charge": -1,
  "homo_ev": -3.8238,
  "lumo_energy_ev": 3.59
}

=====

Entry 2:
{
  "formula": "C7H4Cl4NiO3Te4",
  "method": "ωB97M-V/def2-TZVPD",
  "species": ["Ni", "Cl", "C", "C", "Cl", "C", "Cl", "C", "O", "C", "O", "C", "Cl", "Te", "Te", "Te", "Te", "C", "O", "H", "H", "H", "H"],
  "positions_angstrom": [[-0.683, -1.743, -0.458], [0.435, 4.952, -0.324], [0.664, 3.239, -0.513], [1.860, 2.746, -0.992], [3.161, 3.825, -1.402], [2.024, 1.357, -1.141], [3.532, 0.703, -1.709], [1.009, 0.460, -0.833], [1.129, -0.840, -0.940], [-0.235, 0.972, -0.318], [-1.164, 0.121, -0.010], [-0.374, 2.353, -0.179], [-1.881, 2.948, 0.444], [-3.233, -2.966, 0.238], [-5.827, -2.430, 0.719], [-2.618, -2.317, -2.399], [-0.404, -3.892, -2.260], [0.264, -1.526, 2.347], [0.618, -2.210, 1.144], [0.007, -0.484, 2.148], [1.083, -1.581, 3.069], [-0.613, -2.023, 2.757], [1.247, -1.665, 0.612]],
  "charge": -2,
  "homo_ev": [-1.0922, -1.1449],
  "spin_multiplicity": 3,
  "lumo_energy_ev": [4.21, 4.20]
}

=====

Entry 3:
{
  "formula": "C7H4F21K2O23S7",
  "method": "ωB97M-V/def2-TZVPD",
  "species": ["K", "K", "C", "F", "F", "F", "S", "O", "O", "O", "C", "F", "F", "F", "S", "O", "O", "O", "C", "F", "F", "F", "S", "O", "O", "O", "C", "F", "F", "F", "S", "O", "O", "O", "C", "F", "F", "F", "S", "O", "O", "O", "C", "F", "F", "F", "S", "O", "O", "O", "C", "F", "F", "F", "S", "O", "O", "O", "O", "H", "H", "O", "H", "H"],
  "positions_angstrom": [[-3.491, -3.756, 2.400], [-0.288, -0.679, 0.921], [-1.176, -1.643, -4.311], [-0.941, -0.330, -3.952], [-0.807, -2.572, -3.352], [-2.459, -1.740, -4.589], [-0.236, -2.065, -5.891], [-0.700, -1.218, -6.964], [1.198, -1.874, -5.577], [-0.562, -3.521, -6.127], [1.505, -5.422, 0.863], [1.420, -6.757, 0.868], [1.792, -5.175, 2.137], [2.487, -4.958, 0.057], [-0.244, -4.672, 0.407], [-0.597, -5.454, -0.801], [-1.181, -4.873, 1.516], [-0.009, -3.222, 0.132], [2.617, 0.140, -1.348], [2.588, -0.411, -0.136], [1.668, -0.447, -2.059], [2.278, 1.417, -1.237], [4.374, -0.008, -2.158], [4.306, 0.448, -3.602], [5.274, 0.795, -1.325], [4.599, -1.495, -2.108], [-3.257, 1.882, -0.507], [-2.129, 2.534, -0.767], [-4.324, 2.497, -1.062], [-3.201, 0.595, -0.954], [-3.624, 1.735, 1.370], [-4.964, 1.228, 1.566], [-2.573, 0.864, 1.833], [-3.509, 3.064, 2.015], [0.073, -2.310, 5.974], [0.483, -3.344, 5.311], [-0.467, -2.739, 7.176], [1.178, -1.619, 6.338], [-1.119, -1.319, 4.852], [-2.100, -2.347, 4.365], [-1.672, -0.246, 5.675], [-0.272, -0.794, 3.767], [0.607, 3.061, 1.819], [-0.187, 3.555, 0.851], [-0.043, 2.971, 2.989], [1.240, 1.857, 1.408], [2.120, 4.294, 2.053], [3.094, 4.145, 1.007], [1.583, 5.659, 2.091], [2.732, 3.994, 3.417], [0.132, 3.457, -3.379], [0.800, 2.517, -4.113], [-1.165, 3.261, -3.642], [0.329, 3.254, -2.095], [0.547, 5.271, -3.788], [1.327, 5.816, -2.635], [1.347, 5.152, -5.077], [-0.693, 6.059, -3.950], [1.814, 1.083, 4.600], [2.635, 0.656, 4.354], [1.175, 0.758, 3.966], [-3.468, -2.247, 0.025], [-4.220, -1.691, -0.181], [-3.645, -3.069, -0.433]],
  "charge": -5,
  "homo_ev": 2.3774,
  "lumo_energy_ev": 5.82
}

=====

Entry 4:
{
  "formula": "C7H4IrNO2S3",
  "method": "ωB97M-V/def2-TZVPD",
  "species": ["Ir", "S", "C", "S", "S", "O", "C", "O", "C", "C", "C", "C", "C", "N", "H", "H", "H", "H"],
  "positions_angstrom": [[-0.161, -0.077, -0.008], [-0.383, 0.442, -4.500], [-0.109, 0.356, -2.927], [0.569, -0.948, -1.946], [-0.592, 1.434, -1.613], [-1.015, -1.031, 3.839], [-0.555, -0.661, 2.796], [-1.134, -0.778, 1.615], [0.804, 0.013, 2.712], [1.615, 0.256, 3.796], [2.835, 0.880, 3.582], [3.197, 1.237, 2.292], [2.336, 0.964, 1.246], [1.162, 0.362, 1.465], [1.270, -0.049, 4.774], [3.499, 1.088, 4.410], [4.139, 1.725, 2.086], [2.553, 1.214, 0.218]],
  "homo_ev": -8.5471,
  "lumo_energy_ev": -1.41
}

=====

Entry 5:
{
  "formula": "C7H5AsNPdS5",
  "method": "ωB97M-V/def2-TZVPD",
  "species": ["Pd", "S", "As", "S", "S", "S", "S", "C", "N", "C", "C", "C", "C", "C", "C", "H", "H", "H", "H", "H"],
  "positions_angstrom": [[-0.994, 0.001, 0.857], [-5.232, -0.013, -0.605], [-3.328, -0.012, -1.394], [-2.008, -1.549, -0.378], [-2.014, 1.538, -0.390], [-2.963, -0.020, -3.431], [-3.439, 0.008, 4.748], [-2.204, 0.007, 3.711], [-1.276, 0.007, 2.979], [3.229, 0.004, -0.938], [2.578, -1.199, -0.703], [1.265, -1.217, -0.242], [0.654, 0.002, -0.008], [1.259, 1.221, -0.250], [2.573, 1.206, -0.712], [4.247, 0.005, -1.306], [3.084, -2.138, -0.887], [0.752, -2.149, -0.067], [0.743, 2.152, -0.082], [3.075, 2.146, -0.902]],
  "charge": -1,
  "homo_ev": -4.9872,
  "lumo_energy_ev": 0.27
}

=====

Entry 6:
{
  "formula": "C7H5BCl4NO3",
  "method": "ωB97M-V/def2-TZVPD",
  "species": ["N", "O", "O", "Cl", "B", "Cl", "Cl", "O", "C", "C", "C", "C", "C", "Cl", "C", "C", "H", "H", "H", "H", "H"],
  "positions_angstrom": [[0.080, 2.732, 1.147], [-0.905, 1.995, 0.800], [1.215, 2.491, 0.766], [2.607, -0.341, 3.548], [0.788, -0.108, 3.191], [-0.214, -1.660, 3.626], [0.098, 1.314, 4.192], [0.661, 0.152, 1.762], [-0.438, 0.146, 1.067], [-0.342, -0.245, -0.350], [-1.505, -0.323, -1.127], [-1.416, -0.619, -2.485], [-0.154, -0.840, -3.060], [-0.026, -1.151, -4.738], [1.005, -0.811, -2.273], [0.915, -0.514, -0.913], [-1.385, 0.051, 1.596], [-2.454, -0.130, -0.630], [-2.304, -0.660, -3.108], [1.971, -1.002, -2.728], [1.802, -0.477, -0.285]],
  "charge": -1,
  "homo_ev": -5.0961,
  "lumo_energy_ev": 2.59
}